[1]
Below is a 5-piece molecular cluster, C22H50F2N3O6 overall, with properties calculated with the ωB97M-V functional and the def2-TZVPD basis.

```
83
C22H50F2N3O6 | the OMol25 dataset | the ωB97M-V functional and the def2-TZVPD basis
F -0.0486 0.1695 -3.5837
F 2.2586 1.8124 -4.3825
O 0.0133 -9.6059 1.4135
O 1.2974 -0.3689 -1.7524
O 3.9268 -0.3997 2.9009
O -1.8198 9.7040 -2.0483
O 2.9352 3.3428 -2.7963
O -1.0490 -4.1532 3.4877
N 1.1401 2.3149 -0.9221
N -1.0070 6.5579 -3.2758
N 1.0037 1.9823 -2.2542
C -0.8025 -2.9061 1.3786
C -0.9295 10.6884 -2.5534
C 1.4289 -11.0584 0.0200
C 3.5808 -2.8333 2.8385
C -1.6979 4.2363 -2.2938
C 2.6628 0.0514 0.8340
C -1.2076 -10.2916 1.1740
C -0.1305 -3.5998 2.5501
C -0.2964 4.4203 -1.4915
C 2.1172 2.4505 -3.0836
C -1.4853 -11.4057 2.1674
C 4.0051 -0.2170 1.4896
C -1.5909 5.2271 -3.5968
C 3.1178 -1.4786 3.3452
C -1.9365 -5.1427 2.9870
C -3.0213 10.1840 -1.4595
C -0.4380 11.6637 -1.4985
C 1.1973 -10.3925 1.3648
C -3.8897 10.9816 -2.4164
C 0.7843 0.5293 -2.4591
C -1.2318 -6.3629 2.4217
C 0.0357 3.2150 -0.4781
H -0.4302 5.3921 -0.8739
H -4.8162 11.2882 -1.9234
H -1.2570 12.2425 -1.0652
H -1.0003 4.6827 -4.4057
H 0.0519 11.1282 -0.6804
H -1.8924 3.1514 -2.6078
H -0.6038 -6.1103 1.5648
H -2.4547 -11.8671 1.9617
H 3.1682 -1.4738 4.4377
H 1.1951 -11.1291 2.1761
H -0.0054 6.6193 -3.4848
H 0.2754 12.3686 -1.9337
H 0.5619 4.6412 -2.2244
H -1.9620 -7.1070 2.0926
H -3.3854 11.8829 -2.7703
H -1.4066 -3.5971 0.7871
H 3.5400 -2.8967 1.7494
H 0.4668 -2.8666 3.0977
H 2.0282 -9.7127 1.5700
H -2.6847 5.4073 -3.9253
H -1.4664 -2.1130 1.7332
H 2.1880 0.9298 1.2782
H -3.5771 9.3024 -1.1295
H -0.9391 2.6463 -0.1952
H -1.2381 -10.6620 0.1446
H 1.4687 -10.3097 -0.7758
H 4.5089 -1.0715 1.0253
H 0.3915 3.7035 0.5104
H -2.0026 -9.5436 1.2539
H -0.5847 -6.8166 3.1777
H 2.3710 -11.6131 0.0277
H -1.3866 11.2148 -3.3973
H -2.6178 -4.7028 2.2518
H -0.0695 10.1473 -2.9597
H -2.7951 10.7611 -0.5556
H -4.1413 10.3815 -3.2951
H -0.0527 -2.4658 0.7159
H 2.7884 0.2257 -0.2342
H 4.6557 0.6479 1.3258
H -0.7262 -12.1899 2.1229
H 2.0694 -1.2961 3.0850
H 0.6305 -11.7594 -0.2313
H 4.6158 -3.0209 3.1382
H 1.9744 -0.7887 0.9563
H -1.2393 6.8837 -2.3316
H -2.5584 -5.4558 3.8320
H 2.9482 -3.6280 3.2439
H -1.4918 -11.0152 3.1890
H 0.5683 -4.3708 2.2064
H -2.6036 4.6195 -1.6818
```

Output
- F_max: 0.116 hartree/bohr
- Kohn-Sham gap: 5.5 eV
- Total charge: -1
- E: -1683.52649 a.u.

Atom charges from the Mulliken analysis, given in e for atoms 1 to 8:
1 F -0.30
2 F -0.31
3 O -0.33
4 O -0.44
5 O -0.45
6 O -0.36
7 O -0.54
8 O -0.45

***

[2]
Below is a 2-piece molecular cluster, C4H5ClFN overall, with properties calculated with the ωB97M-V functional and the def2-TZVPD basis.

```
12
C4H5ClFN | the OMol25 dataset | the ωB97M-V functional and the def2-TZVPD basis
Cl -0.5542 0.7102 -1.4049
F -1.3177 1.0551 2.2879
N 0.4800 -1.9330 2.3220
C 0.1345 -0.7839 2.1611
C 1.0662 0.8968 -0.8778
C 1.6620 2.0532 -1.1894
C -0.0859 0.4595 2.3637
H 1.6398 0.0760 -0.4954
H 2.6940 2.3326 -0.8264
H 0.7852 -2.5087 1.5408
H 1.0033 2.8756 -1.5481
H 0.6632 1.0381 2.7676
```

Output
- F_max: 0.051 hartree/bohr
- Structure (SMILES): N=C=CF.C=CCl
- Kohn-Sham gap: 9.7 eV
- Relative energy (zero: lowest compared OMol25 entry of this formula, charge and spin): 224.3 kJ/mol
- E: -770.10989 a.u.

Atom charges from the Mulliken analysis, given in e for atoms 1 to 8:
1 Cl -0.18
2 F -0.26
3 N -0.45
4 C 0.55
5 C -0.04
6 C -0.63
7 C -0.47
8 H 0.35

***

[3]
Below is C33H27N4NdO7SSe2 as an isolated structure, with properties calculated with the ωB97M-V functional and the def2-TZVPD basis.

```
75
C33H27N4NdO7SSe2 | the OMol25 dataset | the ωB97M-V functional and the def2-TZVPD basis
Nd 0.0024 0.4597 -0.0552
Se 1.8601 1.9077 -3.6340
Se 0.9601 2.9471 -1.7890
S -0.4002 -1.6404 2.2419
O 2.2045 0.4018 2.8447
O -3.3968 0.7322 2.3870
O 0.1165 1.1608 2.3435
O -2.0266 0.7995 0.6221
O 1.8088 1.3325 0.8560
O -1.6864 -2.2847 2.4777
O -0.5444 3.2855 0.4580
N -0.3678 -1.1736 -2.0348
N 0.0147 -1.7209 0.6005
N 2.4220 0.0580 -1.5847
N -1.4318 1.5795 -2.0282
C -0.3533 2.4810 2.6062
C -0.6192 -2.6483 -0.1593
C 2.0870 -2.8843 2.3572
C -1.6894 4.9716 1.5694
C -0.5248 -0.9190 -3.3218
C -0.2499 4.9324 2.1090
C 3.1030 -3.5731 2.9922
C 2.8516 -4.2097 4.1977
C 1.5329 0.9489 2.0151
C 4.1352 0.2203 -3.2527
C 4.4792 -1.1337 -1.3273
C -0.8261 -2.3546 -1.5550
C -1.5167 -3.2872 -2.3898
C -3.5256 2.3774 -2.8301
C 2.8944 0.5465 -2.7185
C -1.6565 -2.9653 -3.7544
C -2.0396 -4.4595 -1.8304
C 0.8314 -2.8101 2.9259
C -1.8582 2.5676 2.2349
C 4.9432 -0.6456 -2.5409
C 3.2172 -0.7601 -0.8948
C -2.4900 1.2003 1.7375
C 0.5713 -3.4590 4.1208
C -1.1500 -1.7837 -4.2228
C -1.6368 3.8393 -2.7825
C -0.9182 2.7781 -2.2626
C -1.8289 -4.7304 -0.4974
C -1.1033 -3.8711 0.3161
C -2.9772 3.6296 -3.0681
C 1.5788 -4.1758 4.7467
C -2.7133 1.3768 -2.3178
C -1.8283 3.5395 1.0414
C 0.2184 3.5420 1.6403
H -0.9307 -4.1363 1.3462
H -0.1406 0.0272 -3.6831
H 5.9233 -0.9105 -2.9089
H -3.5784 4.4250 -3.4829
H -2.6183 3.3777 0.3066
H 5.0868 -1.7845 -0.7190
H -1.7953 5.6929 0.7571
H 4.0896 -3.6072 2.5535
H 2.2548 -2.3960 1.4097
H -0.2026 5.0131 3.1942
H -0.4219 -3.4068 4.5397
H -1.2305 -1.5043 -5.2609
H 4.4419 0.6703 -4.1862
H -1.1490 4.7871 -2.9547
H 1.3737 -4.7031 5.6688
H 1.2876 3.4643 1.4387
H -2.6067 -5.1318 -2.4546
H -2.4637 2.9373 3.0602
H 2.8345 -1.1034 0.0589
H -2.1658 -3.6568 -4.4105
H -0.1472 2.7274 3.6581
H -2.4300 5.1886 2.3346
H 0.3612 5.7207 1.6739
H -2.2360 -5.6340 -0.0652
H -4.5633 2.1764 -3.0382
H -3.0919 0.3794 -2.1360
H 3.6470 -4.7347 4.7067
```

Output
- F_max: 0.060 hartree/bohr
- Kohn-Sham gap (alpha / beta): 6.7 / 6.8 eV
- Expectation value of S²: 3.7530
- Relative energy (zero: lowest compared OMol25 entry of this formula, charge and spin): 0.0 kJ/mol
- E: -7782.04646 a.u.
- 2S+1: 4

Atom charges from the Mulliken analysis, given in e for atoms 1 to 8:
1 Nd 0.41
2 Se -0.09
3 Se 0.19
4 S 0.68
5 O -0.66
6 O -0.76
7 O -0.05
8 O -0.37

***

[4]
Below is a 3-piece molecular cluster, C15H34INO11P2 overall, with properties calculated with the ωB97M-V functional and the def2-TZVPD basis.

```
64
C15H34INO11P2 | the OMol25 dataset | the ωB97M-V functional and the def2-TZVPD basis
I -9.5248 -4.5264 0.8340
P 3.7446 2.7503 -2.1141
P -0.5575 -1.8756 2.5215
O 3.4627 2.2270 -3.6583
O 4.5507 1.5727 -1.6395
O -0.3729 -0.5597 1.5380
O 2.2862 2.4200 -1.4324
O 0.7241 -1.3055 3.4386
O -8.5043 -2.6895 -1.0736
O -1.6334 -1.2713 3.6085
O -1.4741 -2.6728 1.6336
O 3.2073 4.2671 -2.5838
O -6.8382 -1.6074 -0.0409
O -8.6323 -0.4820 -0.8156
N -5.4801 -3.4614 -0.1570
C -6.7394 -2.9864 0.4156
C -2.1009 -2.1495 4.6321
C -2.1745 -0.3048 -0.0872
C -8.0489 -1.4527 -0.6579
C 2.1328 2.6901 -0.0386
C 2.4718 -1.7333 1.7469
C 4.2563 1.1735 -4.2077
C 3.6607 -0.1927 -3.9169
C -1.0118 -2.5297 5.6203
C 2.0010 -1.9257 3.1764
C 5.1355 4.7957 -4.0321
C -7.8561 -3.7603 -0.3386
C -0.7179 -0.6535 0.1543
C 2.1670 4.1764 0.2723
C 4.2408 5.2273 -2.8857
H -7.4497 -4.4239 -1.1156
H -2.3266 0.7746 -0.0143
H -4.7027 -3.1962 0.4455
H 1.8102 -2.2430 1.0384
H 1.9337 -2.9907 3.4163
H 2.8970 2.1535 0.5285
H -1.4197 -3.1185 6.4417
H -2.8944 -1.6150 5.1602
H 4.5489 4.5519 -4.9169
H 5.7110 3.9010 -3.7720
H -2.5451 -3.0393 4.1798
H 2.4793 -0.6786 1.4743
H 2.7910 -0.3715 -4.5540
H -0.2367 -3.1271 5.1320
H 4.3021 1.3289 -5.2882
H 5.8505 5.5814 -4.2810
H 1.9497 4.3591 1.3245
H -6.7790 -2.8871 1.5103
H -2.8432 -0.7530 0.6472
H 3.3096 -0.2875 -2.8900
H 1.1597 2.2852 0.2515
H -5.3844 -3.0116 -1.0651
H -2.4878 -0.6278 -1.0818
H 4.3916 -0.9810 -4.1063
H 3.1541 4.5950 0.0559
H 5.2824 1.2425 -3.8466
H 2.7183 -1.4774 3.8641
H -0.4796 -1.6449 -0.2304
H 3.7406 6.1618 -3.1405
H -0.5286 -1.6414 6.0245
H 1.4459 4.7165 -0.3394
H 4.8343 5.4046 -1.9842
H 3.4728 -2.1455 1.6109
H -0.0794 0.0456 -0.3914
```

Output
- F_max: 0.161 hartree/bohr
- Structure (SMILES): N[C@H]1OC(=O)O[C@@H]1I.CCOP(=O)(OCC)OCC.CCOP(=O)(OCC)OCC
- Kohn-Sham gap: 9.1 eV
- E: -2454.75363 a.u.

Atom charges from the Mulliken analysis, given in e for atoms 1 to 8:
1 I 0.07
2 P 1.11
3 P 1.15
4 O -0.37
5 O -0.80
6 O -0.35
7 O -0.30
8 O -0.30

***

[5]
Below is the molecule C20H21N3O4, with properties calculated with the ωB97M-V functional and the def2-TZVPD basis.

```
48
C20H21N3O4 | the OMol25 dataset | the ωB97M-V functional and the def2-TZVPD basis
O -1.9117 -2.1446 -1.1904
O 2.5246 -1.6683 -1.1232
O -1.0161 -0.7010 1.7489
O 2.7550 0.9148 0.5652
N 0.6848 -2.6833 -0.2805
N 1.1189 -0.3002 2.3430
N -0.5273 -0.4318 -1.6908
C -1.0164 1.8108 -1.0853
C -3.1822 2.3101 0.0182
C 2.7718 2.8566 -0.5080
C 0.4152 -1.3738 -2.2664
C -4.3831 1.8696 0.5208
C 0.0861 -1.1157 2.0412
C -2.6234 0.0452 -0.6118
C 1.2722 -3.0820 0.9749
C -2.2787 1.4078 -0.5576
C 1.3371 -1.9218 -1.1692
C 3.3356 1.6182 -0.4322
C 0.4062 -2.6026 2.1455
C 1.0072 1.1375 2.2602
C 1.7802 2.9102 0.5051
C 1.8082 1.6987 1.1252
C -3.8468 -0.3863 -0.0921
C -0.1943 0.8892 -1.6231
C -4.7196 0.5169 0.4659
C -1.7050 -0.9336 -1.1650
C 4.4046 0.9537 -1.2200
H -0.5456 -3.1361 2.1309
H 0.9149 -2.8090 3.0881
H 2.0487 -0.6780 2.4331
H 4.5731 1.4924 -2.1478
H -0.3174 -2.8171 -0.4054
H 1.3668 -4.1733 1.0147
H 1.1397 3.7350 0.7410
H -5.6642 0.1834 0.8687
H -2.9181 3.3571 0.0640
H 4.1035 -0.0709 -1.4311
H 1.0166 -0.8740 -3.0270
H -0.1537 -2.1951 -2.7116
H -0.7224 2.8462 -1.0478
H 2.2746 -2.6447 1.0075
H -0.0529 1.3690 2.1162
H -4.0769 -1.4395 -0.1391
H 3.0260 3.6356 -1.1975
H 0.7740 1.1471 -2.0261
H 1.3368 1.5794 3.2105
H 5.3372 0.9244 -0.6565
H -5.0718 2.5734 0.9661
```

Output
- F_max: 0.018 hartree/bohr
- Structure (SMILES): Cc1ccc(CNC(=O)CCNC(=O)Cn2ccc3ccccc3c2=O)o1
- Kohn-Sham gap: 8.7 eV
- Relative energy (zero: lowest compared OMol25 entry of this formula, charge and spin): 45.1 kJ/mol
- E: -1240.02875 a.u.

Atom charges from the Mulliken analysis, given in e for atoms 1 to 8:
1 O -0.83
2 O -0.67
3 O -0.60
4 O -0.29
5 N -0.04
6 N -0.09
7 N 0.22
8 C -1.13

***

[6]
Below is C27H39HfN2O5 as an isolated structure, with properties calculated with the ωB97M-V functional and the def2-TZVPD basis.

```
74
C27H39HfN2O5 | the OMol25 dataset | the ωB97M-V functional and the def2-TZVPD basis
Hf 0.0194 -0.6802 -0.8119
O 2.2870 2.3231 -2.2661
O 1.6355 0.5519 -0.0424
O -1.6276 -0.9644 2.6178
O 0.2328 2.6870 3.4293
O 0.1751 -0.5278 -4.0620
N 0.2137 -0.3023 1.3873
N -0.0149 0.4087 3.5741
C 0.0886 -2.9421 -1.0952
C 2.4095 3.4222 -1.3696
C 1.2963 2.6871 -3.2168
C 0.5987 3.9516 -2.8020
C 3.6220 2.5209 0.8976
C 1.6647 -1.6355 -2.2178
C 1.1786 -2.6616 -0.2122
C 2.8698 0.4438 3.1522
C 3.8132 -0.4320 2.3708
C 1.6271 -2.1145 -5.3294
C 2.4461 2.6346 1.8256
C -0.9033 -2.2941 -5.5304
C -1.4815 0.4903 -2.1091
C -2.3156 -0.4739 -0.1760
C -2.1112 -0.7182 -1.5856
C 1.7440 4.6158 -2.0190
C -0.5799 -0.3439 2.5459
C 0.0134 0.6201 -5.0238
C 0.2630 -0.2129 -6.2548
C 0.2969 -1.3790 -5.2788
C -1.4567 1.4816 -1.0658
C 1.2705 0.5171 1.2125
C 1.8711 1.2835 2.3073
C -1.9487 0.8812 0.1002
C 0.6560 1.5762 3.1724
C 0.4024 -2.3219 -2.3564
C 2.1440 -1.8641 -0.9090
H -1.0088 1.0300 -4.9218
H 4.2351 0.1258 1.5371
H 3.1505 -1.6100 -0.5745
H -0.2353 3.7645 -2.1252
H -1.2716 2.5528 -1.1835
H 1.5816 -3.0842 -4.8092
H 1.8690 -2.3179 -6.3800
H 3.4287 1.7501 0.1272
H 4.6066 -0.7883 3.0300
H 1.6551 3.2042 1.3424
H 3.4060 1.1481 3.8110
H 0.5421 1.8847 -3.2930
H 1.3293 -3.1068 0.7634
H 3.8109 3.4919 0.3941
H 1.5103 5.4222 -1.3245
H -0.5384 0.4708 4.4342
H 3.4937 3.5614 -1.2667
H -2.9006 -1.0887 0.5023
H 4.5352 2.2522 1.4402
H -0.8146 -3.2870 -5.0496
H -0.1328 -2.4704 -3.2813
H 3.2963 -1.3160 1.9845
H 2.7710 3.2470 2.6811
H -1.8582 -1.7933 -5.2854
H -0.7724 -3.5858 -0.9222
H -2.5125 -1.5479 -2.1714
H -1.3537 0.7406 -3.1561
H 1.8830 2.8907 -4.1421
H 2.2463 -0.1911 3.7889
H 2.4464 -1.4969 -4.9365
H 2.4171 4.9745 -2.8059
H 0.2983 4.4826 -3.7095
H 1.2587 0.0552 -6.6564
H 1.9153 3.1764 -0.4117
H -0.9278 -2.4738 -6.6262
H 0.8228 1.3773 -5.0686
H 2.1945 -1.0783 -2.9937
H -2.1419 1.4477 1.0287
H -0.5659 -0.1560 -6.9851
```

Output
- F_max: 0.097 hartree/bohr
- Kohn-Sham gap: 8.5 eV
- Total charge: +1
- Relative energy (zero: lowest compared OMol25 entry of this formula, charge and spin): 63.3 kJ/mol
- E: -1585.71082 a.u.

Atom charges from the Mulliken analysis, given in e for atoms 1 to 8:
1 Hf 1.48
2 O -0.54
3 O -1.03
4 O -0.62
5 O -0.55
6 O -0.19
7 N -0.30
8 N 0.09

***

[7]
Below is a 3-piece molecular cluster, C6H14O4 overall, with properties calculated with the ωB97M-V functional and the def2-TZVPD basis.

```
24
C6H14O4 | the OMol25 dataset | the ωB97M-V functional and the def2-TZVPD basis
O 4.7439 -0.1373 -1.0388
O -1.0594 -0.8603 -0.6242
O 0.1022 0.6860 -1.7812
O -0.3043 -0.5909 2.6805
C -3.2774 -0.1978 -0.9848
C 0.8066 -0.0796 2.0597
C -0.9446 0.2136 -1.3263
C -2.3242 0.9828 -1.2863
C 3.6111 0.3318 -0.3161
C -2.3639 -1.0375 -0.1423
H -2.6032 -2.0764 0.0850
H 3.6546 1.3867 -0.5870
H 0.8555 1.0086 2.0965
H 4.7111 0.3428 -1.8695
H -0.0932 -0.7338 3.6060
H 2.7563 -0.1374 -0.8032
H -2.3570 1.6396 -0.4170
H 1.6618 -0.4705 2.6111
H -3.5718 -0.7497 -1.8774
H -2.4022 1.4903 -2.2477
H -4.1761 0.2280 -0.5386
H -2.0608 -0.7426 0.8623
H 3.6014 0.0515 0.7372
H 1.0336 -0.5480 1.1020
```

Output
- F_max: 0.090 hartree/bohr
- Structure (SMILES): O=C1CCCO1.CO.CO
- Kohn-Sham gap: 10.4 eV
- Relative energy (zero: lowest compared OMol25 entry of this formula, charge and spin): 297.5 kJ/mol
- E: -537.89572 a.u.

Atom charges from the Mulliken analysis, given in e for atoms 1 to 8:
1 O -0.56
2 O -0.33
3 O -0.62
4 O -0.51
5 C -0.40
6 C -0.70
7 C 0.60
8 C -0.51

***

[8]
Below is C4H4CuO2 as an isolated structure, with properties calculated with the ωB97M-V functional and the def2-TZVPD basis.

```
11
C4H4CuO2 | the OMol25 dataset | the ωB97M-V functional and the def2-TZVPD basis
Cu -1.8900 1.4413 0.8068
O -2.2909 -0.1511 -0.2994
O 3.2486 0.6861 0.2903
C -1.2933 -0.8297 -0.7758
C 2.5812 -0.5703 0.2753
C 1.2036 -0.4233 -0.1914
C -0.0160 -0.7214 -0.2070
H -1.2707 -2.0030 -0.7311
H 3.1085 -1.2786 -0.3885
H 4.1977 0.5291 0.2801
H 2.5747 -1.0055 1.2906
```

Output
- F_max: 0.079 hartree/bohr
- Kohn-Sham gap (alpha / beta): 4.9 / 7.6 eV
- Expectation value of S²: 0.7750
- Relative energy (zero: lowest compared OMol25 entry of this formula, charge and spin): 179.5 kJ/mol
- E: -1945.56060 a.u.
- 2S+1: 2

Atom charges from the Mulliken analysis, given in e for atoms 1 to 8:
1 Cu 0.55
2 O -0.60
3 O -0.50
4 C -0.15
5 C -0.21
6 C 0.23
7 C -0.26
8 H 0.17